1.
ORCA calculation (wB97M-V/def2-TZVPD) on a molecular structure, C18H15BBrF4MnN3O6 at a distorted geometry.

Calculated values
- Spin multiplicity: 7
- Kohn-Sham gap (spin up / spin down): 7.746 / 4.434 eV
- Net charge: +1
- ⟨S²⟩: 12.01

```
49
Properties=species:S:1:pos:R:3:forces:R:3
Mn -0.42336 -1.14127 -1.16541 2.16 -0.34 0.44
Br 0.05220 -2.54860 -3.45368 -0.06 -0.10 -0.06
B -2.83374 -0.98861 -0.79251 -3.37 -1.44 1.43
F -1.86185 -1.59463 0.07102 -0.49 -0.54 1.69
F -3.00709 -1.92264 -1.77087 -0.70 -1.11 -0.94
F -3.96015 -0.61906 -0.07926 1.24 0.01 -0.86
F -2.10048 -0.02332 -1.41364 0.50 3.28 -0.86
C -1.54597 -5.26572 4.01169 0.69 -0.60 -0.61
C -0.84687 -6.23715 3.23476 0.02 1.50 -0.72
C -0.28975 -5.82090 2.03506 0.49 -0.30 -0.35
C -0.29217 -4.50775 1.64721 -0.75 2.90 -0.44
C -0.95042 -3.49786 2.39018 -0.49 -1.51 1.55
C -1.61536 -3.92680 3.59530 1.38 -0.61 -1.42
N 0.43469 -4.10182 0.34240 -0.96 0.33 2.48
O 0.43468 -2.84366 0.07778 0.58 -2.77 -0.47
O 0.99376 -5.00900 -0.20758 -0.01 1.68 -0.94
H -1.99857 -5.53499 4.95458 -0.02 -0.11 0.03
H -0.56684 -7.27211 3.36457 -0.91 -0.13 1.18
H 0.21332 -6.53157 1.39610 0.05 -0.10 0.07
H -0.97668 -2.43426 2.20460 0.23 -0.15 -0.55
H -2.08176 -3.19875 4.24245 -0.13 0.06 -0.15
C 1.89856 4.13017 2.63175 0.73 0.52 1.31
C 2.65005 3.17606 2.00803 -0.53 -3.33 -1.29
C 2.05394 1.88142 1.71209 -2.64 1.55 0.94
C 0.64457 1.70729 2.09848 1.76 1.36 0.70
C -0.01376 2.69116 2.86379 0.54 -1.08 -0.62
C 0.67038 3.85689 3.15392 -1.67 0.07 -0.21
N -0.09331 0.44882 1.84885 -0.35 -0.17 2.10
O 0.26707 -0.18890 0.89107 0.77 -0.63 -1.76
O -0.93533 0.01777 2.63697 0.94 1.32 -0.89
H 2.29029 5.06941 2.99337 0.55 0.14 -0.57
H 3.68795 3.31655 1.74452 -0.01 0.15 -0.05
H 2.52199 1.04567 1.21323 0.37 0.22 -0.01
H -1.02157 2.49866 3.20093 -0.02 0.06 0.10
H 0.19849 4.64069 3.72783 -0.22 -0.12 0.11
C 0.94472 3.76845 -5.79692 -2.48 0.30 0.82
C 0.67775 2.38642 -5.78398 1.39 0.68 2.40
C 0.58010 1.75153 -4.51717 -0.77 0.76 1.18
C 0.44971 2.50697 -3.25848 1.67 -0.02 -4.77
C 0.52958 3.92374 -3.40566 -0.88 -0.83 0.80
C 0.64834 4.57520 -4.63648 1.52 -2.08 -0.37
N 0.42951 1.85193 -1.97202 -1.55 -0.53 -1.42
O 0.43780 0.59551 -1.91467 0.97 0.55 -0.82
O 0.21453 2.53250 -1.03595 0.22 0.73 1.77
H 1.06051 4.17555 -6.79053 0.35 0.56 0.15
H 0.79594 1.84398 -6.71037 -0.18 -0.31 0.18
H 0.52944 0.67332 -4.48091 -0.01 -0.09 0.08
H 0.39086 4.49088 -2.49708 0.11 0.28 -0.01
H 0.71431 5.65285 -4.60937 -0.05 -0.01 -0.35
```
Positions in Å, forces in eV/Å.

Population analysis type natural (NBO), resulting atomic charges in e:
1 Mn 1.583
2 Br 0.118
3 B 1.306
4 F -0.559
5 F -0.540
6 F -0.508
7 F -0.546
8 C -0.156
9 C -0.203
10 C -0.204
11 C 0.019
12 C -0.180
13 C -0.201
14 N 0.564
15 O -0.543
16 O -0.270
17 H 0.232
18 H 0.244
19 H 0.245
20 H 0.262
21 H 0.235
22 C -0.181
23 C -0.198
24 C -0.172
25 C 0.019
26 C -0.169
27 C -0.195
28 N 0.545
29 O -0.473
30 O -0.331
31 H 0.233
32 H 0.236
33 H 0.238
34 H 0.250
35 H 0.232
36 C -0.115
37 C -0.223
38 C -0.133
39 C -0.018
40 C -0.152
41 C -0.210
42 N 0.564
43 O -0.573
44 O -0.263
45 H 0.233
46 H 0.241
47 H 0.227
48 H 0.242
49 H 0.245

---

2.
ORCA calculation (wB97M-V/def2-TZVPD) on a single C18H15FN4O2 molecule at a distorted geometry.

Calculated values
- Spin multiplicity: 1
- Kohn-Sham gap: 8.003 eV
- Relative energy (zero: lowest compared OMol25 entry of this formula, charge and spin): 0.0000 eV

```
40
Properties=species:S:1:pos:R:3:forces:R:3
C -0.44292 0.47698 4.20454 0.15 0.93 0.55
N -1.11749 -0.09207 3.05722 -0.24 0.43 -1.55
C -0.92832 0.39349 1.77454 -0.55 -0.78 -1.40
N -0.18056 1.53224 1.58996 -0.08 -0.73 0.44
C 0.36979 1.95299 0.30497 -1.11 -0.44 -0.16
C 1.83226 2.22992 0.38793 1.28 0.13 1.97
O 2.31752 2.46805 1.48851 -0.28 -0.10 -0.82
C 2.68595 2.09871 -0.81428 0.00 0.13 -0.16
C 2.07606 2.19289 -2.09528 0.92 -0.28 0.10
C 2.83681 1.97591 -3.24897 -0.06 -0.28 0.63
C 4.21261 1.69868 -3.12180 -0.83 0.46 0.00
C 4.81783 1.63614 -1.87211 -0.80 -0.01 0.12
C 4.06690 1.81733 -0.70458 0.42 -0.17 -0.34
F 4.75527 1.64528 0.47949 -1.35 0.35 -1.42
N -1.43447 -0.19531 0.71017 0.20 -0.37 -0.50
C -2.08195 -1.42646 0.75967 0.06 -0.44 2.24
C -2.46802 -2.12353 -0.50744 -0.05 0.46 -1.65
C -2.91529 -3.45212 -0.59753 0.33 0.01 -0.14
C -3.27321 -4.04456 -1.83257 0.76 1.73 0.57
N -3.20085 -3.34928 -2.97918 -0.42 -0.04 0.03
C -2.82019 -2.06303 -2.92724 0.62 -0.42 1.11
C -2.39716 -1.44295 -1.74822 -0.74 -0.55 0.54
C -2.31204 -1.99908 2.00739 0.12 1.97 -2.34
C -1.83933 -1.28218 3.15613 -0.08 -1.83 1.40
O -1.98739 -1.83975 4.23522 0.20 0.79 0.88
H 0.57889 0.09410 4.23886 -0.06 -0.06 0.32
H -0.97740 0.30172 5.14925 0.16 -0.47 -0.59
H -0.38711 1.58219 4.12969 -0.13 -0.60 -0.19
H 0.41578 1.72136 2.37041 0.47 0.50 0.11
H -0.16319 2.85819 0.02403 0.05 0.24 -0.40
H 0.21528 1.21641 -0.48315 -0.41 -0.17 0.31
H 1.00458 2.42931 -2.15580 0.59 -0.21 -0.03
H 2.34281 1.91194 -4.21923 0.25 0.33 0.23
H 4.79096 1.58134 -4.03421 0.05 -0.19 0.27
H 5.84947 1.37611 -1.79715 0.56 -0.01 0.17
H -2.87465 -4.05171 0.29376 -0.30 -0.29 0.20
H -3.59191 -5.08411 -1.86012 0.07 0.21 -0.18
H -2.75896 -1.47120 -3.83747 -0.20 -0.42 -0.13
H -2.10303 -0.41382 -1.77626 0.21 0.36 0.05
H -2.91332 -2.86008 2.25084 0.20 -0.15 -0.26
```
Positions in Å, forces in eV/Å.

Population analysis type natural (NBO), resulting atomic charges in e:
1 C -0.428
2 N -0.419
3 C 0.643
4 N -0.589
5 C -0.322
6 C 0.559
7 O -0.531
8 C -0.240
9 C -0.153
10 C -0.227
11 C -0.166
12 C -0.275
13 C 0.459
14 F -0.307
15 N -0.597
16 C 0.239
17 C -0.048
18 C -0.225
19 C 0.033
20 N -0.411
21 C 0.026
22 C -0.221
23 C -0.348
24 C 0.613
25 O -0.626
26 H 0.214
27 H 0.258
28 H 0.208
29 H 0.414
30 H 0.230
31 H 0.249
32 H 0.224
33 H 0.226
34 H 0.225
35 H 0.236
36 H 0.217
37 H 0.201
38 H 0.193
39 H 0.226
40 H 0.240

---

3.
ORCA calculation (wB97M-V/def2-TZVPD) on 3 unconnected molecules or ions with the total composition C18H15N3O6P2S2 at a distorted geometry.

Calculated values
- Spin multiplicity: 1
- Kohn-Sham gap: 6.773 eV

```
46
Properties=species:S:1:pos:R:3:forces:R:3
N 8.04679 -4.22744 1.12875 -0.03 1.24 -0.27
P 7.48441 -2.73159 1.04211 0.18 -2.79 -0.44
C 5.61489 -2.88310 0.96427 -0.57 0.88 1.19
C 4.85804 -3.08628 2.18594 -0.99 0.17 -3.13
C 3.35642 -3.25217 2.07210 1.14 0.29 -2.81
C 2.73593 -3.20291 0.75747 0.05 0.55 0.95
P 0.87312 -3.47281 0.72713 -0.10 -1.64 0.64
O 0.05710 -2.03936 0.87989 0.79 -1.58 -0.75
O 0.55505 -4.24692 -0.72746 0.93 1.66 1.51
S 0.38583 -4.69912 2.17027 -0.03 0.68 -0.28
C 3.48581 -2.96946 -0.51912 2.00 0.02 0.14
N 3.06441 -2.90897 -1.81688 1.40 0.27 1.16
S 4.40051 -2.62350 -2.79399 -0.27 -0.45 3.31
N 5.59524 -2.59913 -1.62063 -1.69 -0.31 1.10
C 4.99775 -2.80379 -0.40698 -1.58 -0.21 0.09
H 8.63477 -4.42527 0.31406 -0.18 -0.06 0.42
H 7.85895 -1.93578 2.16759 -0.60 0.12 -0.47
H 7.94386 -2.10261 -0.15051 -0.57 0.50 0.60
H 5.32560 -3.14498 3.19895 -0.30 0.14 -1.21
H 2.73839 -3.43334 2.98710 0.57 0.17 -1.14
H -0.66432 -2.21882 1.52320 0.46 0.00 -0.40
H 1.28546 -4.90174 -0.79501 -0.62 0.34 -0.20
O -2.64335 1.93571 0.64640 0.74 -0.49 -0.05
C -1.99167 1.71477 -0.36152 0.11 -0.03 -0.12
C -0.80121 0.83769 -0.32646 0.10 -0.05 0.09
C -0.08854 0.59782 -1.42488 0.01 -0.05 0.21
C -0.45818 1.19740 -2.72816 0.07 0.01 -0.31
O 0.19231 0.97589 -3.72985 -0.03 0.00 0.15
C -1.64993 2.07501 -2.76162 -0.06 -0.01 0.19
C -2.36422 2.31571 -1.66204 -0.04 0.13 -0.10
H -0.54513 0.40720 0.63283 0.00 0.01 -0.02
H 0.78608 -0.04093 -1.41803 -0.02 -0.02 -0.03
H -1.90567 2.50552 -3.72189 0.02 -0.02 0.00
H -3.24806 2.96029 -1.66774 0.54 -0.40 -0.03
O -7.57809 4.84958 2.62247 0.04 0.01 -0.16
C -6.92776 4.62803 1.62109 -0.07 -0.03 0.33
C -5.73627 3.75071 1.65426 0.06 0.01 -0.20
C -5.02198 3.51008 0.55466 0.03 -0.12 0.10
C -5.39429 4.11094 -0.74592 -0.08 0.03 0.09
O -4.74304 3.89014 -1.75334 -0.76 0.49 0.05
C -6.58533 4.98851 -0.78120 -0.14 0.12 -0.07
C -7.29782 5.22801 0.31770 0.01 0.05 -0.21
H -5.48050 3.32015 2.61447 -0.03 0.02 0.00
H -4.13800 2.86534 0.56051 -0.53 0.39 0.03
H -6.84100 5.41911 -1.74156 0.02 -0.02 -0.01
H -8.17236 5.86639 0.31159 0.00 -0.01 0.04
```
Positions in Å, forces in eV/Å.

Population analysis type natural (NBO), resulting atomic charges in e:
1 N -1.292
2 P 1.273
3 C -0.313
4 C -0.189
5 C -0.123
6 C -0.457
7 P 1.777
8 O -0.969
9 O -0.941
10 S -0.631
11 C 0.188
12 N -0.602
13 S 0.905
14 N -0.581
15 C 0.091
16 H 0.373
17 H -0.046
18 H -0.013
19 H 0.248
20 H 0.270
21 H 0.530
22 H 0.508
23 O -0.532
24 C 0.512
25 C -0.245
26 C -0.205
27 C 0.470
28 O -0.487
29 C -0.216
30 C -0.271
31 H 0.234
32 H 0.232
33 H 0.231
34 H 0.275
35 O -0.484
36 C 0.470
37 C -0.216
38 C -0.271
39 C 0.512
40 O -0.527
41 C -0.241
42 C -0.215
43 H 0.232
44 H 0.276
45 H 0.231
46 H 0.233

---

Computed E, in the same sequence as the records: -148563.5863 -31682.0341 -75908.8598 eV.